No. 1
# C5H4N2O

The molecule C5H4N2O (ωB97M-V/def2-TZVPD, OMol25).

- HOMO energy (eV) = -9.24
- energy relative to the best compared isomer or geometry (same formula, charge and spin) (eV) = 1.375
- LUMO (Ha) = -0.006
- SMILES = N#CC1=CNC(=O)C1
- HOMO-LUMO gap (eV) = 9.078

The geometry in ORCA input format:
```
! RIJCOSX wB97M-V def2-TZVPD def2/J DEFGRID3
* xyz 0 1
N -3.089 0.996 -0.250
C -1.966 0.712 0.179
C -0.692 0.205 0.291
C -0.025 -0.278 1.416
N 1.321 -0.556 0.993
C 1.366 -0.329 -0.411
O 2.229 -0.737 -1.173
C 0.154 0.309 -0.920
H -0.424 -0.591 2.478
H 1.886 -1.431 1.318
H -0.427 -0.295 -1.819
H 0.487 1.415 -1.125
*
```

So, what does the Löwdin scheme give us? The charges, in e, come out as: number 1, N, carries 0.14; number 2, C, carries -0.19; number 3, C, carries -0.32; number 4, C, carries 0.01; number 5, N, carries 0.07; number 6, C, carries -0.49; number 7, O, carries 0.07; number 8, C, carries -0.06; number 9, H, carries 0.17; number 10, H, carries 0.20; number 11, H, carries 0.21; number 12, H, carries 0.19

=====

No. 2
# C24H42N6O3S3

A cluster of 9 separate species, C24H42N6O3S3 in total (ωB97M-V/def2-TZVPD, OMol25).

- HOMO energy (eV) = -8.15
- energy relative to the best compared isomer or geometry (same formula, charge and spin) (eV) = 0.000
- LUMO (Ha) = 0.004
- HOMO-LUMO gap (eV) = 8.275

The geometry in ORCA input format:
```
! RIJCOSX wB97M-V def2-TZVPD def2/J DEFGRID3
* xyz 0 1
C 3.601 -4.010 1.621
S 2.240 -3.185 2.506
O 1.555 -2.304 1.456
C 1.229 -4.683 2.774
H 4.435 -3.304 1.639
H 3.384 -4.305 0.599
H 3.934 -4.813 2.282
H 1.118 -5.268 1.863
H 0.233 -4.352 3.070
H 1.683 -5.302 3.546
C -3.693 -1.097 4.985
S -1.926 -1.594 4.926
O -1.922 -3.064 5.242
C -1.735 -1.377 3.148
H -4.255 -1.759 4.331
H -3.682 -0.061 4.651
H -4.005 -1.241 6.015
H -1.721 -0.392 2.686
H -2.438 -1.988 2.564
H -0.843 -1.924 2.814
C 2.469 4.845 -1.828
S 0.635 5.078 -1.788
O 0.340 6.373 -2.519
C 0.135 3.590 -2.716
H 3.020 5.729 -1.538
H 2.695 4.453 -2.817
H 2.559 4.051 -1.083
H 0.348 2.624 -2.264
H 0.526 3.587 -3.739
H -0.943 3.670 -2.867
C 0.431 -4.273 -0.642
C 1.263 -3.421 -1.453
N 1.966 -2.735 -2.046
H 0.960 -5.209 -0.451
H -0.419 -4.559 -1.270
H 0.046 -3.855 0.280
C 0.251 -0.379 -0.179
C -0.908 0.453 -0.585
N -1.788 1.098 -0.941
H 0.489 -0.165 0.857
H 1.109 -0.090 -0.785
H -0.027 -1.408 -0.375
C -2.084 -1.842 -2.508
C -2.281 -2.321 -1.149
N -2.447 -2.725 -0.095
H -1.484 -0.936 -2.552
H -3.051 -1.601 -2.955
H -1.677 -2.657 -3.107
N 3.662 -0.703 -0.071
C 3.558 0.562 0.439
C 4.212 1.449 -0.404
C 4.825 0.674 -1.378
C 4.399 -0.622 -1.222
H 3.314 -1.532 0.379
H 3.066 0.788 1.374
H 4.277 2.521 -0.319
H 5.669 0.880 -2.023
H 4.709 -1.549 -1.679
N -3.762 1.268 -2.975
C -5.113 1.454 -2.838
C -5.723 0.899 -3.942
C -4.684 0.423 -4.825
C -3.516 0.780 -4.229
H -3.045 1.436 -2.287
H -5.553 1.867 -1.948
H -6.766 0.654 -4.063
H -4.780 0.006 -5.813
H -2.504 0.524 -4.509
N 0.845 4.253 3.197
C 1.581 3.877 2.103
C 0.745 3.202 1.229
C -0.536 3.259 1.785
C -0.462 3.860 2.998
H 1.186 4.687 4.031
H 2.616 4.132 1.941
H 0.989 2.781 0.268
H -1.381 2.726 1.376
H -1.151 4.094 3.795
*
```

So, what does the Löwdin scheme give us? The charges, in e, come out as: number 1, C, carries -0.25; number 2, S, carries 0.89; number 3, O, carries -0.59; number 4, C, carries -0.24; number 5, H, carries 0.05; number 6, H, carries 0.06; number 7, H, carries 0.05; number 8, H, carries 0.04; number 9, H, carries 0.05; number 10, H, carries 0.06; number 11, C, carries -0.25; number 12, S, carries 0.81; number 13, O, carries -0.57; number 14, C, carries -0.29; number 15, H, carries 0.05; number 16, H, carries 0.05; number 17, H, carries 0.04; number 18, H, carries 0.05; number 19, H, carries 0.04; number 20, H, carries 0.02; number 21, C, carries -0.23; number 22, S, carries 0.82; number 23, O, carries -0.57; number 24, C, carries -0.27; number 25, H, carries 0.05; number 26, H, carries 0.05; number 27, H, carries 0.00; number 28, H, carries 0.03; number 29, H, carries 0.05; number 30, H, carries 0.04; number 31, C, carries -0.09; number 32, C, carries -0.29; number 33, N, carries 0.17; number 34, H, carries 0.08; number 35, H, carries 0.08; number 36, H, carries 0.05; number 37, C, carries -0.05; number 38, C, carries -0.24; number 39, N, carries 0.18; number 40, H, carries 0.07; number 41, H, carries 0.08; number 42, H, carries 0.03; number 43, C, carries -0.05; number 44, C, carries -0.29; number 45, N, carries 0.17; number 46, H, carries 0.06; number 47, H, carries 0.08; number 48, H, carries 0.09; number 49, N, carries 0.02; number 50, C, carries -0.15; number 51, C, carries -0.12; number 52, C, carries -0.13; number 53, C, carries -0.15; number 54, H, carries 0.08; number 55, H, carries 0.11; number 56, H, carries 0.08; number 57, H, carries 0.10; number 58, H, carries 0.10; number 59, N, carries 0.01; number 60, C, carries -0.13; number 61, C, carries -0.11; number 62, C, carries -0.11; number 63, C, carries -0.19; number 64, H, carries 0.05; number 65, H, carries 0.10; number 66, H, carries 0.08; number 67, H, carries 0.09; number 68, H, carries 0.10; number 69, N, carries 0.01; number 70, C, carries -0.13; number 71, C, carries -0.14; number 72, C, carries -0.13; number 73, C, carries -0.13; number 74, H, carries 0.14; number 75, H, carries 0.11; number 76, H, carries 0.07; number 77, H, carries 0.08; number 78, H, carries 0.11

=====

No. 3
# C2H6NO2P

The molecule C2H6NO2P (ωB97M-V/def2-TZVPD, OMol25).

- HOMO energy (eV) = -8.42
- energy relative to the best compared isomer or geometry (same formula, charge and spin) (eV) = 2.323
- LUMO (Ha) = 0.003
- SMILES = N[C@H](CO)P=O
- HOMO-LUMO gap (eV) = 8.510

The geometry in ORCA input format:
```
! RIJCOSX wB97M-V def2-TZVPD def2/J DEFGRID3
* xyz 0 1
N 0.384 -1.276 0.389
C -0.463 -0.503 -0.443
C -0.065 0.911 -0.473
O -0.910 1.694 0.378
P -2.221 -0.399 0.404
O -3.231 -0.455 -0.619
H -0.054 -2.186 0.377
H 0.647 -0.820 1.262
H -0.242 -0.944 -1.422
H 1.067 0.898 -0.205
H -0.041 1.408 -1.482
H -0.400 1.510 1.192
*
```

So, what does the Löwdin scheme give us? The charges, in e, come out as: number 1, N, carries -0.03; number 2, C, carries -0.59; number 3, C, carries -0.32; number 4, O, carries -0.14; number 5, P, carries 0.91; number 6, O, carries -0.47; number 7, H, carries 0.07; number 8, H, carries 0.07; number 9, H, carries 0.13; number 10, H, carries 0.15; number 11, H, carries 0.13; number 12, H, carries 0.09

=====

No. 4
# C4H12

A cluster of 2 separate species, C4H12 in total (ωB97M-V/def2-TZVPD, OMol25).

- HOMO energy (eV) = -11.28
- energy relative to the best compared isomer or geometry (same formula, charge and spin) (eV) = 1.195
- LUMO (Ha) = 0.041
- SMILES = CC.CC
- HOMO-LUMO gap (eV) = 12.383

The geometry in ORCA input format:
```
! RIJCOSX wB97M-V def2-TZVPD def2/J DEFGRID3
* xyz 0 1
C 1.405 2.196 1.406
C -0.004 1.504 1.323
H 1.269 3.056 1.980
H 2.364 1.751 1.772
H 1.593 2.640 0.399
H -0.429 1.185 2.327
H -0.031 0.499 0.784
H -0.886 1.941 0.960
C -1.121 -2.387 -1.086
C -0.184 -1.258 -1.539
H -2.151 -2.223 -1.404
H -0.982 -3.273 -1.752
H -0.883 -2.599 -0.020
H 0.842 -1.693 -1.394
H -0.420 -0.233 -1.142
H -0.383 -1.105 -2.613
*
```

So, what does the Löwdin scheme give us? The charges, in e, come out as: number 1, C, carries -0.15; number 2, C, carries -0.17; number 3, H, carries 0.02; number 4, H, carries 0.08; number 5, H, carries 0.07; number 6, H, carries 0.07; number 7, H, carries 0.05; number 8, H, carries 0.03; number 9, C, carries -0.19; number 10, C, carries -0.19; number 11, H, carries 0.05; number 12, H, carries 0.07; number 13, H, carries 0.07; number 14, H, carries 0.08; number 15, H, carries 0.05; number 16, H, carries 0.06